The following is a quantum chemistry calculation of a structure of composition C26H28Cl2N7O2SSiW, from OMol25.

The geometry in XYZ format:
```
68
Properties=species:S:1:pos:R:3:mulliken_spin:R:1
W 0.143 -0.418 -0.502 1.538
O -2.431 -3.968 0.101 -0.001
C -2.996 -3.972 -1.119 -0.001
C -4.048 -4.869 -1.310 0.000
C -4.693 -4.948 -2.523 0.000
C -4.314 -4.129 -3.590 0.000
C -3.284 -3.240 -3.414 0.000
C -2.605 -3.143 -2.187 0.007
C -1.538 -2.165 -2.058 0.026
O -0.753 -2.211 -0.993 0.023
N -1.316 -1.276 -2.977 -0.015
N -0.209 -0.537 -2.598 -0.007
C 0.701 -0.252 -3.462 0.104
C 1.919 0.330 -2.925 0.048
C 2.929 0.806 -3.741 0.015
C 4.064 1.355 -3.168 0.012
C 4.143 1.417 -1.786 0.008
C 3.098 0.915 -1.032 0.034
N 2.008 0.365 -1.573 0.008
H -1.734 -3.296 0.144 -0.004
H -4.335 -5.491 -0.473 0.000
H -5.505 -5.654 -2.645 0.000
H -4.824 -4.194 -4.540 0.000
H -2.973 -2.591 -4.221 -0.001
H 0.607 -0.560 -4.497 0.000
H 2.821 0.751 -4.816 0.000
H 4.867 1.735 -3.784 0.000
H 5.004 1.849 -1.296 0.001
H 3.103 0.959 0.050 0.008
C -0.516 2.960 4.161 0.002
Si 0.478 3.955 2.943 0.002
C 0.075 5.769 3.075 0.000
C 2.317 3.695 3.141 0.000
C -0.026 3.415 1.182 -0.004
C -0.651 4.272 0.282 0.009
C -1.085 3.844 -0.974 -0.002
C -0.883 2.534 -1.322 0.013
N -0.269 1.686 -0.484 -0.012
C 0.143 2.104 0.733 0.034
S 0.816 0.749 1.609 0.030
H -0.269 3.267 5.180 0.000
H -0.328 1.889 4.074 0.000
H -1.585 3.126 4.014 0.000
H 0.360 6.122 4.068 0.000
H -0.993 5.960 2.953 0.000
H 0.619 6.373 2.346 0.000
H 2.640 4.042 4.125 0.000
H 2.876 4.261 2.393 0.000
H 2.584 2.641 3.053 0.000
H -0.824 5.304 0.566 0.001
H -1.584 4.521 -1.651 0.001
H -1.213 2.122 -2.267 0.002
Cl -1.602 -1.126 4.623 0.000
C -1.905 -2.367 3.409 0.000
Cl -0.418 -2.743 2.497 0.005
H -2.636 -1.995 2.698 0.001
H -2.221 -3.278 3.899 0.000
N 2.543 -1.758 1.049 0.006
C 3.293 -2.854 1.226 0.023
C 2.801 -3.828 0.384 -0.002
C 1.727 -3.230 -0.271 0.016
N 1.568 -1.971 0.145 0.025
H 2.566 -0.884 1.555 -0.001
H 4.100 -2.862 1.938 0.001
H 3.163 -4.833 0.269 0.000
H 1.049 -3.641 -0.997 0.001
N -2.800 -0.420 0.907 0.107
C -1.761 -0.390 0.401 -0.062
```

Output
Total energy = -87522.636 eV
Spin multiplicity = 3
Gap between HOMO and LUMO (alpha / beta) = 6.676 / 6.021 eV
Total charge = +1
Relative energy (zero: lowest compared OMol25 entry of this formula, charge and spin) = 21.5 kcal per mole
Expectation value of S² = 2.03
Highest occupied orbital energy (alpha / beta) = -0.39140 / -0.39137 hartree

***

The following is a quantum chemistry calculation of a cluster of 15 separate species, C26H28Cl42O2 in total, from OMol25.

The geometry in XYZ format:
```
98
Properties=species:S:1:pos:R:3:lowdin_charge:R:1
C 0.696 0.639 -0.116 -0.059
C 1.370 -0.497 0.623 -0.204
C 1.745 -0.293 1.953 -0.116
C 2.388 -1.295 2.682 -0.227
C 2.659 -2.543 2.114 -0.155
C 2.279 -2.752 0.787 -0.033
C 1.651 -1.745 0.063 -0.169
C 1.310 -2.035 -1.402 -0.104
C 2.417 -1.447 -2.272 -0.204
C 2.303 -1.511 -3.797 -0.086
C 3.710 -0.925 -4.133 -0.134
O 4.561 -1.212 -2.962 0.003
C 3.831 -2.029 -2.160 -0.435
O 4.223 -2.987 -1.576 0.155
H 0.032 1.140 0.594 0.078
H 1.408 1.380 -0.489 0.089
H 0.061 0.300 -0.933 0.017
H 1.561 0.669 2.409 0.075
H 2.708 -1.114 3.692 -0.008
H 3.171 -3.355 2.592 -0.054
H 2.486 -3.689 0.284 0.093
H 1.193 -3.114 -1.531 0.032
H 0.333 -1.592 -1.610 0.095
H 2.452 -0.388 -1.993 0.151
H 2.373 -2.548 -4.140 0.128
H 1.573 -0.889 -4.307 0.124
H 4.263 -1.388 -4.946 0.101
H 3.687 0.165 -4.121 0.115
C -3.069 1.495 -1.802 -1.540
Cl -1.732 2.646 -1.748 0.548
Cl -2.490 -0.114 -2.249 0.541
Cl -3.918 1.448 -0.257 0.517
H -3.766 1.823 -2.563 -0.020
C -0.110 0.609 5.906 -1.488
Cl -1.442 -0.389 6.494 0.524
Cl 0.759 -0.210 4.601 0.677
Cl -0.698 2.169 5.324 0.503
H 0.571 0.784 6.729 0.018
C -7.503 2.775 1.936 -1.533
Cl -6.765 3.480 0.497 0.485
Cl -8.999 1.935 1.528 0.541
Cl -6.361 1.683 2.719 0.500
H -7.741 3.574 2.627 -0.001
C 2.961 -3.825 6.489 -1.489
Cl 4.608 -4.149 7.032 0.540
Cl 2.951 -3.259 4.817 0.656
Cl 1.951 -5.266 6.673 0.553
H 2.546 -3.046 7.115 0.014
C -4.719 2.403 7.089 -1.504
Cl -3.028 2.889 7.285 0.440
Cl -5.178 2.478 5.392 0.477
Cl -4.971 0.771 7.715 0.534
H -5.339 3.083 7.658 0.019
C 4.960 -0.022 -8.096 -1.592
Cl 3.437 -0.898 -7.902 0.537
Cl 5.092 0.642 -9.723 0.525
Cl 5.098 1.261 -6.889 0.527
H 5.770 -0.718 -7.945 -0.064
C -7.283 4.740 -3.472 -1.536
Cl -6.540 5.451 -4.903 0.539
Cl -8.780 3.906 -3.895 0.540
Cl -6.163 3.635 -2.670 0.509
H -7.524 5.537 -2.781 0.017
C -10.621 1.936 -6.816 -1.566
Cl -12.035 1.042 -6.256 0.522
Cl -9.672 0.963 -7.939 0.524
Cl -11.104 3.460 -7.565 0.517
H -10.001 2.160 -5.957 -0.032
C 6.475 -4.437 0.415 -1.529
Cl 7.823 -3.300 0.476 0.529
Cl 6.977 -5.964 -0.313 0.529
Cl 5.817 -4.709 2.035 0.512
H 5.696 -4.005 -0.201 -0.025
C 9.158 1.208 -8.584 -1.530
Cl 10.819 0.865 -8.106 0.537
Cl 9.075 1.631 -10.293 0.531
Cl 8.112 -0.173 -8.234 0.561
H 8.804 2.052 -8.006 0.016
C -4.373 6.508 4.661 -1.520
Cl -3.627 7.255 3.245 0.530
Cl -5.926 5.785 4.224 0.515
Cl -3.284 5.328 5.392 0.479
H -4.564 7.285 5.389 0.015
C -0.401 -5.884 -2.878 -1.532
Cl -0.928 -4.400 -3.681 0.525
Cl 0.457 -6.931 -4.008 0.532
Cl 0.608 -5.510 -1.482 0.569
H -1.280 -6.410 -2.529 0.013
C 1.681 -6.818 3.254 -1.537
Cl 3.077 -5.963 2.600 0.522
Cl 0.272 -6.596 2.211 0.521
Cl 2.039 -8.532 3.466 0.534
H 1.453 -6.397 4.224 -0.049
C 0.042 6.942 7.503 -1.543
Cl 1.652 6.665 8.168 0.529
Cl 0.139 7.432 5.811 0.525
Cl -0.965 5.503 7.674 0.484
H -0.421 7.745 8.061 0.012
```

Output
Total energy = -557451.293 eV
Gap between HOMO and LUMO = 8.992 eV
Total charge = 0
Highest occupied orbital energy = -0.32385 hartree

***

The following is a quantum chemistry calculation of a structure of composition C26H28CoN4S4, from OMol25.

The geometry in XYZ format:
```
63
Properties=species:S:1:pos:R:3:mulliken_spin:R:1
Co 3.554 3.700 18.193 2.633
S 5.200 1.912 20.032 0.783
C 4.589 0.596 19.114 -0.012
C 5.484 -0.358 18.695 0.061
C 5.011 -1.521 18.126 -0.054
C 3.646 -1.703 17.858 0.095
C 2.823 -0.665 18.106 -0.015
C 3.243 0.492 18.733 0.059
S 2.032 1.861 18.669 0.056
C 1.783 2.441 20.439 -0.006
C 1.790 3.961 20.547 0.007
C 0.841 4.639 21.295 -0.005
C 1.106 5.990 21.535 0.004
C 2.236 6.620 20.984 0.004
C 2.992 5.898 20.086 0.005
C 4.107 6.460 19.177 0.012
S 5.534 5.356 19.283 0.051
C 6.206 5.351 17.670 0.033
C 7.021 6.529 17.462 -0.008
C 7.839 6.583 16.283 0.014
C 7.978 5.436 15.532 -0.005
C 7.225 4.287 15.786 0.008
C 6.238 4.269 16.783 -0.001
S 5.131 2.848 16.833 0.163
N 2.842 4.552 19.943 0.018
H 6.520 -0.321 19.002 0.001
H 5.729 -2.272 17.766 0.000
H 3.456 -2.635 17.341 0.003
H 1.732 -0.629 17.766 0.001
H 0.744 2.081 20.684 0.003
H 2.604 1.948 21.050 0.002
H -0.083 4.142 21.721 0.000
H 0.481 6.621 22.100 0.000
H 2.498 7.657 21.258 0.000
H 3.702 6.348 18.212 0.001
H 4.423 7.537 19.370 0.001
H 6.997 7.272 18.218 -0.001
H 8.609 7.362 16.209 0.001
H 8.663 5.381 14.722 0.000
H 7.400 3.388 15.140 0.000
C 2.929 6.647 13.352 0.001
C 3.410 5.244 13.583 0.002
N 3.263 4.822 14.950 0.004
C 2.282 5.252 15.757 0.010
N 2.121 4.658 16.949 0.056
C 0.777 4.918 17.551 0.004
C 0.575 6.361 17.715 0.001
C 0.673 6.981 16.344 -0.001
N 1.565 6.311 15.410 0.005
C 1.599 6.910 14.042 0.000
H 2.896 6.830 12.303 0.000
H 3.643 7.384 13.828 0.000
H 4.411 5.079 13.300 0.000
H 2.793 4.505 12.995 0.001
H 3.829 4.067 15.190 -0.002
H 0.667 4.281 18.461 0.003
H -0.020 4.634 16.849 0.004
H 1.306 6.781 18.455 0.001
H -0.473 6.617 18.067 0.001
H 1.053 8.002 16.467 0.000
H -0.320 7.154 15.927 0.000
H 1.467 7.980 14.180 0.000
H 0.794 6.447 13.430 0.000
```

Output
Total energy = -114339.353 eV
Spin multiplicity = 5
Gap between HOMO and LUMO (alpha / beta) = 7.492 / 5.568 eV
Total charge = +1
Expectation value of S² = 6.03
Highest occupied orbital energy (alpha / beta) = -0.37812 / -0.37500 hartree